No. 1
Entry from the Open Molecules 2025 dataset: a single C32H35NO6 molecule (ωB97M-V/def2-TZVPD).

Each line ends with the Mulliken charge.
CARTESIAN COORDINATES (ANGSTROEM)
1 C 2.36303 -0.49404 1.75304  0.799
2 C 1.70648 3.82452 -0.72044  -0.246
3 C -2.81325 1.30992 -1.52111  -2.053
4 C -4.65243 -2.46579 2.27057  -0.693
5 C 6.15335 -4.08505 -2.09797  -0.822
6 C -3.70232 -2.83303 1.13443  -0.765
7 C 4.44809 -3.37813 -0.59505  0.957
8 H -3.50818 -0.04829 2.95785  0.301
9 H -3.83760 1.25120 -1.14885  0.427
10 H 2.72020 6.64530 -1.73803  0.495
11 H 4.21165 2.22105 3.36384  0.404
12 H -0.60137 2.73008 -1.36954  0.706
13 H 2.80916 2.72940 4.32109  0.364
14 H 4.48436 -0.06884 0.10425  0.486
15 H -2.27612 -0.87407 -5.06196  0.328
16 C 1.42851 2.97317 0.43220  0.847
17 O 5.03797 -4.37979 -1.28879  -0.454
18 H -1.53230 0.27896 -2.90652  0.448
19 H -1.96432 -1.88949 1.97939  0.317
20 H 3.24301 1.01428 4.24871  0.454
21 C 3.21156 1.94491 3.68650  -1.877
22 C 0.30104 2.17501 0.50675  1.135
23 C -1.14308 0.66887 1.74854  -0.443
24 C -3.10275 -0.42097 0.86227  -0.694
25 C 2.31033 1.78038 2.47294  1.866
26 H 1.85561 -3.08663 1.57250  0.463
27 H 5.89577 -3.38128 -2.89538  0.333
28 C 4.84691 -2.04247 -0.62545  -0.522
29 C 1.67719 3.55954 -2.06747  -0.862
30 C -0.71595 2.11121 -0.49493  -1.123
31 H -4.24989 -2.83216 0.18839  0.309
32 C 2.10880 4.74057 -2.71326  -0.479
33 C 0.86884 1.50534 2.86453  0.018
34 H -5.77844 -1.00671 1.15896  0.296
35 H -4.11915 -2.52506 3.22128  0.328
36 H -3.99620 -0.97448 -5.43888  0.403
37 C 2.69237 -2.80947 0.94973  -0.591
38 H -4.55796 0.03419 -3.24319  0.308
39 O 2.13304 5.08644 -0.51873  -0.332
40 H -3.32118 -1.94664 -4.13098  0.330
41 N -2.02161 0.54633 0.72133  0.430
42 C 3.35862 -3.74970 0.20156  -0.606
43 H 6.45482 -5.03379 -2.53873  0.241
44 H 3.06555 -4.78749 0.21256  0.426
45 O 1.42148 -0.77952 2.46326  -0.709
46 H -3.68419 -0.42261 -0.06034  0.490
47 C -2.54009 0.16168 -2.50327  -0.119
48 C 2.37784 3.02044 1.51773  -0.267
49 C 3.09295 -1.47187 0.92291  -0.010
50 C -0.01868 1.42068 1.68556  -0.103
51 H -5.85527 -0.79153 2.90798  0.423
52 O 2.83872 0.73896 1.62065  -0.257
53 C -2.54855 -1.83627 1.06049  -0.814
54 C 4.17312 -1.10124 0.12801  -0.641
55 H 5.68243 -1.72780 -1.23031  0.395
56 H -2.57257 -0.79844 -1.98384  0.171
57 H 6.98129 -3.68120 -1.50754  0.336
58 C -3.26881 -0.98183 -4.63106  -1.317
59 C -5.19317 -1.05154 2.08088  -0.734
60 H -3.30701 -3.83797 1.28911  0.399
61 H -3.51148 1.10462 -4.17409  0.311
62 C -3.54951 0.14826 -3.64856  -0.388
63 H -1.88234 -2.08679 0.23126  0.438
64 C -4.04636 -0.04626 2.00965  -0.821
65 H -1.34140 0.11293 2.64958  0.473
66 H -2.72357 2.25243 -2.06325  0.655
67 H 2.21185 4.89821 -3.76786  0.451
68 H -4.43566 0.96171 1.84836  0.397
69 H 1.41921 2.62991 -2.53394  0.713
70 C 2.37154 5.63190 -1.71900  -0.675
71 O 0.46605 1.51969 4.00421  -0.652
72 H -5.47966 -3.17650 2.30590  0.369
73 C -1.82159 1.32669 -0.39323  0.541
74 O 3.25131 3.84599 1.67281  -0.713

Results
HOMO-LUMO gap = 7.199 eV
SMILES string = CCCCC1=CC2=C(c3ccco3)C(=O)[C@](C)(OC(=O)c3ccc(OC)cc3)C(=O)C2=CN1C1CCCCC1

---

No. 2
Entry from the Open Molecules 2025 dataset: a gas-phase ion, C5H11N2S (charge +1) (ωB97M-V/def2-TZVPD).

Each line ends with the Mulliken charge.
CARTESIAN COORDINATES (ANGSTROEM)
1 H 2.08475 0.76795 -0.90146  0.255
2 H -1.96953 -1.48212 0.41288  0.379
3 C -1.19752 -0.57854 -2.17102  -0.808
4 S -0.36802 1.03779 -2.38365  0.002
5 C -1.35516 -0.93966 1.03963  -0.999
6 N 1.76670 -0.07301 -0.45185  -0.489
7 H -0.44147 -1.36322 -2.42999  0.275
8 H -2.18435 -0.95809 -2.15538  0.395
9 H -0.75256 -1.60094 1.58708  0.353
10 C -0.68289 0.08473 -1.00744  0.668
11 H 1.84572 -0.08468 1.82303  0.437
12 C 0.14109 1.03549 0.93689  -0.734
13 H 2.09074 1.46629 1.03385  0.289
14 H 0.11985 1.92054 0.29138  0.382
15 H -2.04921 -0.37742 1.77825  0.357
16 N -0.79623 0.19697 0.27375  0.184
17 C 1.55561 0.48009 0.95141  -0.511
18 H 2.51198 -0.73406 -0.57085  0.217
19 H -0.31950 1.20188 1.94351  0.349

Results
energy relative to the best compared isomer or geometry (same formula, charge and spin) = 70.7 kcal/mol
charge = +1
HOMO-LUMO gap = 9.782 eV

---

No. 3
Entry from the Open Molecules 2025 dataset: a single C21H19N molecule (ωB97M-V/def2-TZVPD).

Each line ends with the Mulliken charge.
CARTESIAN COORDINATES (ANGSTROEM)
1 C -1.56874 -0.01160 2.16001  1.512
2 H -3.71804 0.27942 1.45032  0.396
3 H 1.06974 -2.33686 3.65162  0.473
4 H -3.10818 1.83200 -0.40140  0.474
5 H -0.76998 2.89093 -0.41092  0.347
6 C 0.33060 -1.70478 3.23710  -0.764
7 C 0.95486 -0.69000 -3.29380  -1.246
8 C -2.28380 1.26570 0.12715  -0.325
9 C -1.00678 -1.71467 3.67585  -0.464
10 C -0.20457 0.16088 1.69009  0.350
11 H 5.17218 0.47207 -0.34908  0.304
12 C -1.92527 -0.91521 3.13598  -0.731
13 C 3.26354 -0.43225 -2.93603  -0.423
14 C 2.00082 -0.27260 -2.43562  0.915
15 C 0.70506 -0.85407 2.19180  -0.784
16 H 3.53919 -0.74417 -3.99903  0.220
17 C 4.40438 -0.16935 -2.18596  -0.480
18 C 4.23760 0.22139 -0.84457  -0.987
19 H -1.11848 2.90235 1.25475  0.593
20 C 0.13567 1.29966 0.78367  0.027
21 H 2.91615 1.11197 0.59108  0.351
22 C -2.68262 0.73328 1.46265  -1.761
23 N -1.89993 0.26006 -0.91919  0.104
24 H -3.89255 -0.33983 -1.40673  0.362
25 H -2.77736 1.61941 2.02290  0.551
26 H 0.87814 1.92583 1.22570  0.745
27 C 1.82761 0.34807 -1.14237  0.588
28 H -3.07405 -1.42177 -0.18906  0.249
29 H -2.76457 -1.45239 -1.92141  0.369
30 C 2.96471 0.61598 -0.39474  -0.421
31 H -2.96102 -0.94723 3.38248  0.431
32 C -0.35660 -0.52316 -2.73768  -0.712
33 H -1.24971 -2.37460 4.51690  0.318
34 H 1.77712 -0.98980 1.88801  0.301
35 C -0.53573 0.11958 -1.42301  0.780
36 H 1.07134 -1.06472 -4.27103  0.474
37 C 0.50873 0.58700 -0.60771  -0.184
38 H -1.25261 -0.86016 -3.24902  0.392
39 C -0.99909 2.22615 0.44718  -1.642
40 C -2.97012 -0.75656 -1.09407  -1.088
41 H 5.36239 -0.29594 -2.68277  0.386

Results
energy relative to the best compared isomer or geometry (same formula, charge and spin) = 43.0 kcal/mol
HOMO-LUMO gap = 7.874 eV
SMILES string = CN1c2ccc3ccccc3c2[C@H]2C[C@@H]1Cc1ccccc12

---

No. 4
Entry from the Open Molecules 2025 dataset: 2 unconnected molecules or ions with the total composition C4H7OP (ωB97M-V/def2-TZVPD).

Each line ends with the Mulliken charge.
CARTESIAN COORDINATES (ANGSTROEM)
1 P 3.33937 0.35324 0.20036  0.318
2 H 0.92268 -1.61752 -0.98205  0.247
3 C -0.57878 0.59120 -0.86232  0.070
4 H 0.20364 -2.01138 0.57871  0.240
5 C -0.93331 -0.61893 -0.56165  -0.035
6 H 2.29842 0.51027 -0.81690  0.009
7 H -0.21129 2.15840 -2.18071  0.241
8 H -1.97445 -0.81694 -0.33133  0.336
9 H 0.09695 2.50215 -0.40593  0.288
10 C -0.20780 1.79553 -1.16373  -0.812
11 O 2.73434 -0.54006 1.18213  -0.349
12 C -0.01689 -1.80097 -0.46807  -0.908
13 H -0.49277 -2.67792 -0.89918  0.354

Results
energy relative to the best compared isomer or geometry (same formula, charge and spin) = 57.0 kcal/mol
HOMO-LUMO gap = 8.462 eV
SMILES string = C=C=CC.O=P

---

No. 5
Entry from the Open Molecules 2025 dataset: a single C5H5F6NO4S molecule (ωB97M-V/def2-TZVPD).

Each line ends with the Mulliken charge.
CARTESIAN COORDINATES (ANGSTROEM)
1 F -1.19427 -2.61326 0.83583  -0.227
2 C 2.16841 2.01520 0.23668  -0.142
3 O 0.61698 -0.50339 1.37241  -0.391
4 H 2.24389 0.98080 -0.10495  0.207
5 O -0.77709 0.15423 -1.39229  -0.583
6 H 0.20203 2.42335 -0.49458  0.332
7 F -0.27627 -4.08374 -1.34224  -0.247
8 F 0.88909 -2.32547 -0.84845  -0.195
9 H 2.64446 2.67915 -0.48978  0.316
10 O -3.15346 -0.29185 -0.81760  -0.623
11 F 2.86623 2.12697 1.44778  -0.312
12 N 0.01475 1.73904 1.50126  -0.178
13 H 0.40836 1.90477 2.41864  0.351
14 S -1.76809 -0.42304 -0.54392  1.240
15 H 0.76040 3.51111 0.75875  0.377
16 C -1.44841 -2.26963 -0.43738  0.538
17 O -1.51887 0.08201 0.93175  -0.239
18 C 0.74003 2.46395 0.45150  -0.657
19 F -0.41732 -2.31866 -2.58567  -0.236
20 F -2.57123 -2.88322 -0.84409  -0.246
21 C -0.15681 0.37894 1.28288  0.268
22 C -0.27282 -2.74724 -1.33652  0.646

Results
HOMO-LUMO gap = 11.050 eV
SMILES string = O=C(NCCF)OS(=O)(=O)C(F)(F)C(F)(F)F

---

No. 6
Entry from the Open Molecules 2025 dataset: a single C18H31NO2 molecule (ωB97M-V/def2-TZVPD).

Each line ends with the Mulliken charge.
CARTESIAN COORDINATES (ANGSTROEM)
1 N 0.90628 -1.08098 1.20034  -0.186
2 H 1.23513 0.17922 -4.78903  0.415
3 C -2.66435 1.15206 0.97007  -1.802
4 H -1.84779 1.36969 0.28552  0.294
5 H 2.21412 0.33503 -3.32489  0.247
6 H -1.11315 -0.24931 2.62890  0.587
7 C -0.59326 -0.85881 -0.61587  0.106
8 C 1.49567 -0.30221 -3.84419  -0.488
9 H -4.81795 -0.22650 1.89775  0.448
10 C 0.52226 -0.72633 -1.54756  0.710
11 H -3.98118 -1.67156 2.46172  0.431
12 H -3.58698 1.51092 0.52074  0.447
13 H -0.41113 -1.21945 -3.39140  0.443
14 C 1.63147 0.59887 2.83531  -0.218
15 C -3.04027 -1.11399 -0.04099  -1.329
16 H -3.64713 -0.10805 3.21055  0.412
17 C 1.40547 -0.89080 2.53789  -1.309
18 H -0.35542 0.48933 -3.04088  0.403
19 C 2.13542 -1.65653 -4.12547  -1.237
20 H 1.65273 1.86094 -0.66574  -0.061
21 H 0.69458 1.13268 2.66981  0.101
22 C -2.75955 -0.34989 1.24793  1.821
23 C 2.72265 1.20254 1.94887  -0.229
24 H 3.02264 -1.53819 -4.74379  0.378
25 H 0.53219 2.80882 1.35560  0.057
26 H 1.89920 0.71631 3.88702  0.469
27 H 2.53585 3.13327 2.87819  0.308
28 H -2.49914 1.70160 1.89536  0.448
29 H -4.00029 -0.82656 -0.47278  0.417
30 H -3.07396 -2.18775 0.16571  0.398
31 H 0.72030 -1.32573 3.26997  0.429
32 H 0.82759 3.36628 -1.04558  0.405
33 H 2.42748 -2.13374 -3.19389  0.280
34 C -1.42933 -0.87202 1.79077  -1.283
35 H 3.56699 3.11171 1.44868  0.421
36 H 1.43639 -2.30817 -4.64655  0.326
37 O -2.30943 -0.73991 -2.25566  -0.728
38 C -1.96980 -0.87352 -1.09290  0.697
39 H 1.40339 4.31952 1.13646  0.371
40 C 1.47473 3.23673 1.00760  -0.168
41 H 2.65073 0.79487 0.94114  0.024
42 C -0.33571 -0.92961 0.76210  0.254
43 H 3.69985 0.91934 2.34573  0.356
44 C 0.23164 -0.43098 -2.99595  -0.706
45 C 1.64590 2.93079 -0.47621  -0.864
46 C -3.86953 -0.60653 2.26902  -2.143
47 H -1.57074 -1.88907 2.17398  0.409
48 H 2.35665 -1.42429 2.60566  0.489
49 H 2.57987 3.34902 -0.84507  0.377
50 H 1.59530 -1.06234 0.42639  0.461
51 O 1.70089 -0.80788 -1.17742  -0.896
52 C 2.63459 2.72773 1.86776  -0.992

Results
energy relative to the best compared isomer or geometry (same formula, charge and spin) = 0.0 kcal/mol
HOMO-LUMO gap = 9.159 eV
SMILES string = CCCCCCNC1=C(C(=O)CCC)C(=O)CC(C)(C)C1

---

no.,lowest unoccupied orbital energy (eV),F_max (eV/A)
1,0.27,1.07
2,-4.06,4.58
3,0.70,5.81
4,-0.94,1.37
5,0.40,0.62
6,0.63,0.64